(1)
The following is a DFT calculation (ωB97M-V/def2-TZVPD) of a molecular structure, C27H31BrClN6O6RuTe4.

Calculated values
LUMO level (alpha / beta)   -0.67 / -1.25 eV
Total charge   0
Energy   -6028.80389 hartree
ΔE to the lowest compared entry with this formula, charge and spin   0.000 eV
M   1262.408 g/mol
Frontier orbital gap (alpha / beta)   5.93 / 5.26 eV
Spin multiplicity   2

Atoms and positions in Å:
Ru: -2.691 -0.026 -2.140
C: -1.141 1.068 -5.503
C: -0.807 -0.178 -4.767
N: -1.262 -0.582 -3.593
C: -0.566 -1.726 -3.260
C: 0.317 -2.022 -4.258
N: 0.135 -1.042 -5.197
C: 1.366 -3.050 -4.492
O: 1.562 -3.923 -3.539
O: 1.989 -3.017 -5.528
C: -0.698 -2.281 -1.879
O: 0.028 -3.228 -1.538
O: -1.513 -1.659 -1.134
H: -1.756 1.715 -4.883
H: -1.676 0.858 -6.429
H: -0.222 1.601 -5.752
H: 0.676 -1.001 -6.048
H: 0.953 -3.743 -2.748
Te: -4.247 0.725 -4.128
Te: -6.723 0.752 -3.139
Te: -6.628 -1.770 -1.951
Te: -4.046 -2.336 -2.446
O: -6.082 0.951 3.036
C: -5.338 0.740 1.937
C: -4.688 -0.460 1.666
C: -3.970 -0.566 0.500
N: -3.859 0.424 -0.405
C: -4.453 1.578 -0.102
Br: -4.213 3.034 -1.259
C: -5.202 1.788 1.038
H: -6.086 0.165 3.592
H: -4.763 -1.311 2.330
H: -3.466 -1.491 0.249
H: -5.669 2.742 1.227
C: 3.571 3.221 1.946
C: 3.943 1.736 1.828
C: 5.182 1.587 0.940
C: 4.283 1.249 3.241
C: 2.735 0.918 1.256
O: 1.604 1.140 2.083
C: 3.081 -0.584 1.148
C: 1.904 -1.552 0.952
C: 1.003 -1.703 2.157
C: -0.371 -1.514 2.038
C: -1.204 -1.619 3.139
C: -0.664 -1.920 4.378
Cl: -1.710 -2.039 5.763
C: 0.695 -2.131 4.526
C: 1.519 -2.022 3.412
C: 2.359 1.476 -0.156
N: 0.934 1.556 -0.429
C: 0.190 0.742 -1.167
N: -1.071 1.151 -1.161
C: -1.023 2.268 -0.377
N: 0.168 2.540 0.087
H: 4.318 3.732 2.555
H: 2.597 3.342 2.419
H: 3.551 3.735 0.984
H: 5.985 2.218 1.326
H: 4.992 1.902 -0.090
H: 5.551 0.560 0.921
H: 5.052 1.895 3.667
H: 4.677 0.232 3.259
H: 3.414 1.301 3.900
H: 1.593 0.483 2.790
H: 3.623 -0.890 2.043
H: 3.782 -0.715 0.322
H: 2.314 -2.531 0.694
H: 1.292 -1.266 0.099
H: -0.792 -1.288 1.065
H: -2.270 -1.461 3.042
H: 1.103 -2.379 5.496
H: 2.581 -2.201 3.534
H: 2.791 0.844 -0.931
H: 2.743 2.481 -0.294
H: 0.594 -0.102 -1.699
H: -1.880 2.881 -0.162

---

(2)
The following is a DFT calculation (ωB97M-V/def2-TZVPD) of a gas-phase ion, C16H20N3 (charge +1) in a non-equilibrium geometry.

Calculated values
LUMO level   -5.59 eV
Total charge   +1
Energy   -785.57646 hartree
ΔE to the lowest compared entry with this formula, charge and spin   2.731 eV
M   254.357 g/mol
SMILES string   CN(C)c1ccc(N=C2C=CC(=[N+](C)C)C=C2)cc1
Frontier orbital gap   4.30 eV
Spin multiplicity   1

Atoms and positions in Å:
C: 6.001 -0.609 2.082
N: 4.571 -1.082 2.175
C: 4.558 -2.492 2.615
C: 3.515 -0.599 1.340
C: 3.127 0.711 1.402
C: 2.183 1.232 0.552
C: 1.521 0.510 -0.472
N: 0.580 0.999 -1.347
C: -0.729 0.821 -1.273
C: -1.545 1.406 -2.306
C: -2.904 1.449 -2.329
C: -3.694 0.757 -1.293
N: -4.970 0.743 -1.224
C: -5.574 -0.012 -0.163
C: -5.943 1.260 -2.260
C: -2.748 0.123 -0.284
C: -1.343 0.173 -0.199
C: 2.033 -0.755 -0.633
C: 2.891 -1.387 0.283
H: 6.486 -0.894 1.165
H: 6.597 -0.938 2.975
H: 5.916 0.514 2.018
H: 3.611 -2.923 2.249
H: 5.374 -3.085 2.190
H: 4.367 -2.509 3.754
H: 3.562 1.273 2.155
H: 1.827 2.278 0.673
H: -0.971 1.979 -2.971
H: -3.441 1.823 -3.198
H: -5.407 0.389 0.788
H: -6.599 0.032 -0.196
H: -5.199 -1.023 -0.234
H: -6.195 2.332 -2.153
H: -5.374 1.189 -3.178
H: -6.888 0.725 -2.354
H: -3.185 -0.424 0.470
H: -0.763 -0.260 0.627
H: 1.650 -1.250 -1.521
H: 3.104 -2.477 0.079